The following is a DFT calculation (ωB97M-V/def2-TZVPD) of a cluster of 2 separate species, C4H12 in total.

Structure (XYZ):
```
16
C4H12, DFT ωB97M-V/def2-TZVPD
C 1.817 0.764 0.338
C 2.651 0.194 -0.815
H 2.046 1.792 0.590
H 0.769 0.665 0.048
H 1.934 0.098 1.191
H 2.488 -0.876 -0.949
H 3.718 0.287 -0.590
H 2.497 0.661 -1.777
C -2.439 -0.338 -0.449
C -2.139 -0.581 1.030
H -2.375 0.713 -0.758
H -1.592 -0.671 -1.072
H -3.285 -0.813 -0.934
H -3.045 -0.885 1.537
H -1.715 0.296 1.521
H -1.330 -1.306 1.089
```

Calculated values
Molecular weight (u): 60.14
DFT total energy (eV): -4342.166
Strongest force on any atom (eV/Å): 2.30
Orbital gap (Ha): 0.4604
E_LUMO (eV): 1.09
Energy above the lowest of the compared OMol25 structures with the same formula, charge and spin (kcal per mole): 8.4
SMILES: CC.CC



The following is a DFT calculation (ωB97M-V/def2-TZVPD) of the molecule C3H2ClN3.

Structure (XYZ):
```
9
C3H2ClN3, DFT ωB97M-V/def2-TZVPD
C -1.048 -0.229 0.020
C -0.341 0.991 0.156
C 1.469 -0.316 -0.108
H -1.013 1.941 0.418
H 2.593 -0.318 -0.409
N 1.054 0.983 -0.117
N 0.753 -1.444 0.041
N -0.525 -1.420 0.091
Cl -2.941 -0.188 -0.091
```

Calculated values
Molecular weight (u): 115.52
DFT total energy (eV): -20133.473
Strongest force on any atom (eV/Å): 4.95
Orbital gap (Ha): 0.3425
E_LUMO (eV): -0.85
Energy above the lowest of the compared OMol25 structures with the same formula, charge and spin (kcal per mole): 30.5
SMILES: Clc1cncnn1



The following is a DFT calculation (ωB97M-V/def2-TZVPD) of a cluster of 2 separate species, C4H13N4 in total.

Structure (XYZ):
```
21
C4H13N4, DFT ωB97M-V/def2-TZVPD
C 1.593 -0.031 -3.117
N 1.227 0.062 -1.696
C 1.956 -0.410 -0.717
N 1.586 -0.494 0.534
H 1.888 0.947 -3.492
H 0.717 -0.375 -3.657
H 2.430 -0.713 -3.227
H 0.299 0.399 -1.470
H 2.951 -0.754 -0.975
H 0.647 -0.262 0.922
H 2.308 -0.790 1.170
C -1.518 -1.442 0.763
N -1.137 -0.235 1.513
C -1.786 0.948 1.139
N -1.940 1.919 1.928
H -0.918 -2.280 1.117
H -2.577 -1.672 0.872
H -1.253 -1.340 -0.292
H -1.296 -0.385 2.505
H -2.172 0.943 0.112
H -2.418 2.666 1.434
```

Calculated values
Molecular weight (u): 117.18
DFT total energy (eV): -10312.959
Strongest force on any atom (eV/Å): 0.58
Orbital gap (Ha): 0.3716
E_LUMO (eV): -3.13
Energy above the lowest of the compared OMol25 structures with the same formula, charge and spin (kcal per mole): 26.0
Charge: +1



The following is a DFT calculation (ωB97M-V/def2-TZVPD) of the molecule C15H10Cl2N2OS.

Structure (XYZ):
```
31
C15H10Cl2N2OS, DFT ωB97M-V/def2-TZVPD
C 1.015 -0.732 2.571
H 0.581 -0.745 3.567
H 2.091 -0.860 2.628
H 0.779 0.196 2.060
S 0.386 -2.157 1.628
C -1.364 -1.819 1.735
C -2.115 -2.636 2.566
C -3.473 -2.431 2.722
C -4.095 -1.393 2.043
C -3.362 -0.586 1.199
C -1.990 -0.793 1.021
C -1.325 0.067 0.068
N -1.912 1.029 -0.594
N -1.001 1.577 -1.394
C 0.123 0.939 -1.203
C 1.361 1.239 -1.883
C 2.557 0.540 -1.692
C 3.700 0.901 -2.390
C 3.655 1.959 -3.282
C 2.476 2.666 -3.489
C 1.346 2.303 -2.792
H 0.415 2.830 -2.928
H 2.453 3.488 -4.187
Cl 5.079 2.397 -4.143
H 4.616 0.354 -2.235
Cl 2.665 -0.788 -0.603
O -0.025 -0.032 -0.278
H -3.824 0.217 0.647
H -5.153 -1.220 2.167
H -4.043 -3.074 3.375
H -1.615 -3.435 3.093
```

Calculated values
Molecular weight (u): 337.23
DFT total energy (eV): -56624.793
Strongest force on any atom (eV/Å): 1.64
Orbital gap (Ha): 0.3026
E_LUMO (eV): -0.26
Energy above the lowest of the compared OMol25 structures with the same formula, charge and spin (kcal per mole): 28.9
SMILES: CSc1ccccc1-c1nnc(-c2ccc(Cl)cc2Cl)o1



The following is a DFT calculation (ωB97M-V/def2-TZVPD) of the molecule C4H9N3S.

Structure (XYZ):
```
17
C4H9N3S, DFT ωB97M-V/def2-TZVPD
C 1.426 -0.644 0.136
C -0.500 0.597 0.660
C -1.275 1.467 -0.007
C -1.364 -0.079 -0.319
H 3.267 -0.115 0.391
H 3.065 -1.440 -0.874
H 0.071 -1.794 0.723
H 1.202 1.278 -0.528
H -0.630 0.419 1.703
H -0.659 2.111 -0.713
H -2.147 1.741 0.577
H -0.874 -0.485 -1.158
H -3.565 -0.276 -0.759
N 2.696 -0.447 -0.475
N 1.133 -1.848 0.470
N 0.871 0.674 0.204
S -2.719 -1.159 -0.031
```

Calculated values
Molecular weight (u): 131.20
DFT total energy (eV): -19596.593
Strongest force on any atom (eV/Å): 5.69
Orbital gap (Ha): 0.3734
E_LUMO (eV): 0.81
Energy above the lowest of the compared OMol25 structures with the same formula, charge and spin (kcal per mole): 70.2
SMILES: [H]/N=C(/N)N[C@H]1C[C@@H]1S



The following is a DFT calculation (ωB97M-V/def2-TZVPD) of a cluster of 7 separate species, C5H24INO8PS in total.

Structure (XYZ):
```
41
C5H24INO8PS, DFT ωB97M-V/def2-TZVPD
C -1.353 2.525 3.419
C -1.587 2.274 1.919
C -2.839 2.926 1.325
N -0.728 1.598 1.274
P -1.346 0.131 0.411
S -1.869 -1.635 -0.833
O 0.298 -0.400 0.280
C 1.067 0.444 -0.524
C 0.036 1.181 -1.480
I 0.397 0.360 -3.510
O -1.259 1.043 -1.127
H -0.712 1.773 3.854
H -2.287 2.637 3.982
H -0.825 3.494 3.503
H -3.723 2.572 1.880
H -2.826 4.016 1.404
H -2.952 2.580 0.294
H -1.394 -0.674 1.603
H -2.732 0.398 0.652
H -2.715 -1.191 -1.802
H 1.603 1.208 0.066
H 1.843 -0.088 -1.073
H 0.373 2.218 -1.578
O 3.684 -1.327 -0.282
H 2.801 -1.446 0.091
H 3.871 -2.168 -0.710
O 1.521 0.803 -7.094
H 1.473 0.836 -6.129
H 1.844 1.673 -7.340
O 1.470 -3.346 -4.344
H 1.817 -2.769 -5.034
H 0.971 -2.748 -3.773
O -0.855 0.149 5.303
H -0.508 -0.590 4.793
H -1.042 -0.231 6.169
O 3.825 -3.408 -6.481
H 4.141 -4.138 -7.021
H 3.598 -3.819 -5.638
O -1.089 -2.021 7.569
H -0.539 -2.809 7.525
H -1.451 -2.032 8.460
```

Calculated values
Molecular weight (u): 416.19
DFT total energy (eV): -51669.301
Strongest force on any atom (eV/Å): 2.18
Orbital gap (Ha): 0.2332
E_LUMO (eV): 1.96
Charge: -1